# 1
Computed, not measured: 5 unconnected molecules or ions with the total composition C23H37N7O2 in a non-equilibrium geometry, with ωB97M-V/def2-TZVPD.

Structure (XYZ):
```
69
C23H37N7O2 (ωB97M-V/def2-TZVPD)
N -5.082 2.202 1.009
C -4.722 2.495 -0.385
O -4.792 1.365 -1.266
C -6.023 0.727 -1.225
O -7.021 1.381 -1.078
N -6.154 -0.730 -1.420
C -5.005 -1.326 -0.711
C -4.880 -0.992 0.702
C -3.717 -1.540 1.414
C -2.805 -2.406 0.643
C -3.130 -2.629 -0.747
N -4.196 -2.113 -1.449
H -5.431 3.063 1.441
H -4.240 1.964 1.545
H -3.674 2.905 -0.385
H -5.400 3.302 -0.752
H -5.961 -0.854 -2.425
H -5.644 -0.350 1.186
H -3.577 -1.278 2.479
H -1.925 -2.840 1.153
H -2.441 -3.305 -1.314
C 2.002 -2.753 3.202
C 1.191 -3.643 4.136
C -0.238 -3.878 3.643
C -1.030 -2.647 3.633
N -1.653 -1.682 3.619
H 1.574 -1.749 3.138
H 3.023 -2.656 3.567
H 2.043 -3.174 2.200
H 1.178 -3.203 5.137
H 1.694 -4.610 4.222
H -0.727 -4.604 4.297
H -0.220 -4.316 2.642
C -1.831 1.426 -5.838
C -2.984 0.474 -5.543
C -3.006 -0.013 -4.092
C -1.849 -0.841 -3.763
N -0.942 -1.492 -3.495
H -0.864 0.934 -5.712
H -1.890 1.781 -6.869
H -1.862 2.297 -5.179
H -2.932 -0.378 -6.226
H -3.925 0.991 -5.750
H -3.913 -0.601 -3.930
H -3.057 0.841 -3.412
C 2.460 -0.132 -0.418
C 3.982 -0.109 -0.471
C 4.600 -1.496 -0.666
C 4.355 -2.380 0.474
N 4.160 -3.077 1.368
H 2.097 -0.703 0.440
H 2.073 0.884 -0.328
H 2.042 -0.574 -1.327
H 4.367 0.349 0.444
H 4.292 0.530 -1.302
H 5.680 -1.389 -0.800
H 4.213 -1.953 -1.580
C 7.116 3.691 0.983
C 6.394 4.328 2.165
C 5.298 3.436 2.752
C 4.197 3.217 1.813
N 3.333 3.041 1.076
H 6.437 3.523 0.144
H 7.917 4.345 0.634
H 7.560 2.733 1.264
H 5.973 5.288 1.856
H 7.127 4.539 2.948
H 4.901 3.909 3.654
H 5.721 2.476 3.059
```

Its structure (SMILES) is NCOC(=O)Nc1ccccn1.CCCC#N.CCCC#N.CCCC#N.CCCC#N. The calculation puts the highest occupied orbital energy at -8.72 eV. As for the spin multiplicity: 1.



# 2
Computed, not measured: a molecular structure, C23H37N7RuSSi in a non-equilibrium geometry, with ωB97M-V/def2-TZVPD.

Structure (XYZ):
```
70
C23H37N7RuSSi (ωB97M-V/def2-TZVPD)
Ru 0.234 0.301 -1.191
C -0.518 4.520 -1.141
C -0.640 3.043 -1.308
N 0.481 2.289 -1.385
N 1.699 2.872 -1.372
C 2.710 2.083 -1.420
N 3.980 2.575 -1.397
S 2.562 0.310 -1.505
C -1.849 2.334 -1.406
C -3.133 2.929 -1.477
C -4.240 2.153 -1.674
C -4.101 0.752 -1.798
C -2.851 0.208 -1.674
N -1.748 0.946 -1.463
H 0.276 4.735 -0.428
H -1.447 4.968 -0.799
H -0.230 4.987 -2.086
H 4.098 3.556 -1.587
H 4.717 1.955 -1.683
H -3.215 4.002 -1.388
H -5.221 2.602 -1.744
H -4.958 0.118 -1.971
H -2.703 -0.865 -1.719
C -1.079 -3.455 -3.610
Si 0.263 -2.173 -3.303
C -0.014 -0.594 -4.301
C 1.945 -2.906 -3.721
N 0.058 -1.649 -1.617
C 0.001 -2.450 -0.502
C -0.788 -2.070 0.610
C -0.846 -2.861 1.738
C -0.128 -4.050 1.800
C 0.639 -4.450 0.711
C 0.697 -3.674 -0.428
H -0.877 -3.977 -4.548
H -2.068 -3.001 -3.684
H -1.101 -4.199 -2.811
H -0.048 -0.817 -5.370
H 0.801 0.117 -4.150
H -0.958 -0.106 -4.042
H 2.010 -2.976 -4.809
H 2.066 -3.914 -3.321
H 2.776 -2.290 -3.374
H -1.392 -1.174 0.545
H -1.470 -2.564 2.573
H -0.179 -4.667 2.687
H 1.191 -5.380 0.745
H 1.310 -3.976 -1.268
C 2.570 -0.585 3.502
C 2.237 0.908 3.471
N 0.805 1.193 3.374
C 0.099 1.564 4.600
C -0.460 0.373 5.375
C 0.175 1.057 2.192
C -1.295 1.372 2.118
N 0.761 0.675 1.099
H 3.651 -0.725 3.482
H 2.141 -1.108 2.647
H 2.189 -1.053 4.408
H 2.746 1.392 2.633
H 2.608 1.385 4.375
H -0.705 2.257 4.360
H 0.805 2.100 5.233
H -1.258 -0.128 4.827
H -0.869 0.720 6.325
H 0.323 -0.353 5.590
H -1.500 2.386 2.461
H -1.880 0.679 2.724
H -1.609 1.289 1.082
H 1.750 0.483 1.186
```

The calculation puts the highest occupied orbital energy (alpha / beta) at -8.47 / -10.63 eV. The energy above the lowest of the compared OMol25 structures with the same formula, charge and spin is 83.0 kJ/mol. As for the spin multiplicity: 6. As for the net charge: +1. As for the expectation value of S²: 8.80.



# 3
Computed, not measured: a molecular structure, C23H37O2Sn in a non-equilibrium geometry, with ωB97M-V/def2-TZVPD.

Structure (XYZ):
```
63
C23H37O2Sn (ωB97M-V/def2-TZVPD)
O 2.388 -0.357 -3.437
C 3.746 -0.868 -3.412
C 4.055 -0.398 -4.837
H 3.756 -1.956 -3.270
H 4.380 -0.365 -2.670
C 2.603 0.135 -4.779
H 4.200 -1.201 -5.565
H 4.804 0.390 -4.906
C 1.755 -0.576 -5.811
H 1.735 -1.656 -5.614
H 2.210 -0.383 -6.793
H 0.732 -0.188 -5.816
C 2.457 1.638 -4.811
H 2.929 2.087 -3.927
H 1.389 1.898 -4.827
H 2.942 2.002 -5.726
Sn -1.375 0.072 1.477
C -2.286 2.800 2.681
C -1.643 1.835 3.488
C -0.290 1.660 2.964
H -2.011 1.402 4.419
C -0.146 2.586 1.852
C -1.377 3.247 1.681
H -1.591 4.035 0.958
H -3.284 3.209 2.861
H 0.519 1.137 3.475
H 0.786 2.776 1.322
C -4.660 0.565 1.023
C -4.024 1.734 0.512
C -3.086 1.348 -0.476
H -4.270 2.762 0.781
C -3.118 -0.100 -0.573
C -4.130 -0.563 0.345
H -4.456 -1.598 0.467
H -5.451 0.544 1.776
H -2.459 2.013 -1.078
H -2.544 -0.711 -1.275
O 1.437 -1.121 -1.463
C 1.265 0.333 -1.311
C 2.354 0.841 -0.349
H 0.258 0.485 -0.884
H 1.297 0.869 -2.262
C 3.146 -0.431 0.011
H 1.871 1.200 0.571
H 2.972 1.623 -0.802
C 2.068 -1.502 -0.224
H 3.568 -0.453 1.022
H 3.964 -0.495 -0.724
H 1.349 -1.380 0.620
H 2.405 -2.544 -0.267
C -1.227 -1.190 5.023
C -1.428 -2.119 3.827
C -1.996 -3.480 4.283
C -2.314 -1.518 2.739
H -2.178 -0.732 5.336
H -0.502 -0.388 4.836
H -0.815 -1.796 5.842
H -0.440 -2.316 3.379
H -3.030 -3.362 4.632
H -2.011 -4.219 3.469
H -1.386 -3.880 5.102
H -2.565 -2.274 1.987
H -3.246 -1.101 3.130
```

The calculation puts the highest occupied orbital energy at -2.64 eV. The energy above the lowest of the compared OMol25 structures with the same formula, charge and spin is 0.0 kJ/mol. As for the spin multiplicity: 1. As for the net charge: -1.